No. 1
Entry from the Open Molecules 2025 dataset: C6H9N as an isolated structure (wB97M-V/def2-TZVPD).

Properties
* multiplicity: 1
* gap between HOMO and LUMO: 9.07 eV
* ΔE to the lowest compared entry with this formula, charge and spin: 89.3 kcal per mole
* lowest unoccupied orbital energy: 0.80 eV

Each line ends with the Mulliken charge.
CARTESIAN COORDINATES (ANGSTROEM)
N (-1.265, -0.115, -0.709)  0.02
C (-1.224, -1.070, 0.502)  -1.46
C (0.700, -1.520, 2.095)  -1.18
C (0.035, 1.776, -1.804)  -1.17
C (-0.138, 0.719, -0.761)  0.21
C (0.667, 0.307, 0.255)  -0.36
C (0.050, -0.781, 0.960)  1.01
H (1.645, 0.728, 0.470)  0.37
H (-1.167, -1.252, -0.895)  0.46
H (0.991, 2.284, -1.654)  0.30
H (-0.755, 2.535, -1.752)  0.31
H (-2.173, 0.170, -1.063)  0.31
H (0.916, -0.852, 2.938)  0.28
H (0.032, 1.358, -2.819)  0.29
H (1.649, -1.976, 1.787)  0.28
H (0.036, -2.313, 2.452)  0.32



No. 2
Entry from the Open Molecules 2025 dataset: a 7-piece molecular cluster, C20H46N2O19S3 overall in a non-equilibrium geometry (wB97M-V/def2-TZVPD).

Properties
* multiplicity: 1
* gap between HOMO and LUMO: 7.13 eV
* ΔE to the lowest compared entry with this formula, charge and spin: 77.5 kcal per mole
* lowest unoccupied orbital energy: -0.06 eV

Each line ends with the Mulliken charge.
CARTESIAN COORDINATES (ANGSTROEM)
S (-3.687, 1.351, -2.000)  1.23
S (1.990, -3.141, -4.181)  1.13
S (1.782, 3.208, -0.029)  1.11
O (2.398, 1.904, -0.864)  -0.12
O (0.687, -5.199, -1.063)  -0.58
O (2.834, -2.807, -3.100)  -0.60
O (0.629, -2.215, -3.906)  -0.11
O (-3.083, -2.707, 3.752)  -0.73
O (5.422, 1.391, 2.633)  -0.24
O (-1.471, 5.185, 3.572)  -0.59
O (-2.774, 3.450, 4.394)  -0.33
O (-1.863, 3.309, 2.425)  -0.23
O (-2.398, 1.327, -1.390)  -0.40
O (1.669, -4.503, -4.334)  -0.64
O (-3.595, -0.981, 2.734)  -0.47
O (-3.757, -0.979, 4.770)  -0.69
O (1.220, 2.586, 1.145)  -0.55
O (-4.907, 1.417, -0.902)  -0.39
O (5.242, 0.474, 4.653)  -0.37
O (4.129, -0.467, 2.775)  -0.57
O (2.846, 4.153, -0.028)  -0.63
O (-3.927, 0.306, -2.935)  -0.68
N (0.351, -1.661, 0.602)  1.32
N (-3.409, -1.493, 3.791)  0.94
C (3.682, 1.537, -0.649)  -0.36
C (6.128, 2.233, 3.615)  -0.20
C (5.905, 1.708, 4.984)  -0.61
C (-5.012, 0.114, -0.123)  -0.30
C (0.642, -4.278, -0.039)  -1.00
C (-2.592, 2.205, 2.540)  0.89
C (-2.106, 4.138, 3.518)  0.53
C (1.604, -1.723, 1.481)  -1.66
C (-1.787, -1.775, -4.098)  -1.46
C (0.466, -2.684, -0.469)  -0.46
C (-6.186, 0.229, 0.790)  -1.51
C (-0.656, -2.596, -4.500)  -0.51
C (0.464, 3.785, -1.013)  -0.53
C (-0.823, -2.033, 1.527)  -1.13
C (0.173, -0.303, 0.026)  -0.29
C (4.912, 0.400, 3.342)  0.61
C (-3.890, 2.753, -2.884)  -1.24
C (3.952, 0.295, -1.468)  -1.53
C (-3.316, 2.355, 3.883)  -0.61
C (2.594, -2.530, -5.740)  -0.96
H (2.475, -1.422, 1.031)  0.50
H (0.725, 4.025, -2.013)  0.40
H (4.268, 2.392, -0.905)  0.54
H (-0.453, -2.870, -5.604)  0.27
H (-3.389, 2.173, 1.807)  -0.12
H (2.801, -1.597, -5.497)  0.31
H (1.276, -2.545, -1.085)  0.34
H (-1.738, -2.052, 0.839)  0.20
H (5.583, 3.199, 3.615)  0.28
H (-3.784, 3.634, -2.263)  0.37
H (-1.880, 1.215, 2.374)  -0.41
H (-6.034, -0.536, 1.488)  0.46
H (-1.989, -0.812, -4.569)  0.38
H (-4.103, -0.116, 0.383)  0.20
H (-1.984, -1.701, -3.069)  0.31
H (-6.186, 1.032, 1.506)  0.30
H (5.327, 2.385, 5.528)  0.29
H (5.135, 0.025, -1.335)  0.30
H (-5.191, -0.622, -0.730)  0.87
H (-4.786, 2.679, -3.461)  0.37
H (-0.759, -3.087, 1.840)  0.45
H (1.731, -0.932, 2.226)  0.49
H (1.511, -4.513, 0.539)  0.49
H (1.636, -2.794, -6.285)  0.30
H (-0.606, -3.389, -4.081)  0.59
H (-0.308, 3.075, -1.240)  -0.06
H (-0.886, -1.328, 2.303)  0.48
H (1.548, -5.514, -1.328)  0.35
H (-7.066, 0.233, 0.127)  0.36
H (3.376, -0.511, -0.925)  0.18
H (-0.605, -0.575, -0.631)  0.34
H (-4.376, 2.425, 3.628)  0.22
H (-0.071, -4.606, 0.561)  0.42
H (3.983, 1.311, 0.364)  0.22
H (1.877, -2.575, 2.051)  0.48
H (0.094, 0.624, 0.908)  -0.27
H (-0.005, 4.751, -0.460)  0.31
H (-3.395, 1.462, 4.298)  0.59
H (3.389, -3.148, -6.037)  0.41
H (7.214, 2.322, 3.467)  0.27
H (-0.358, -2.563, -1.081)  0.41
H (6.589, 1.583, 5.514)  0.50
H (0.828, 0.302, -0.843)  0.06
H (-3.019, 2.844, -3.495)  0.40
H (3.762, 0.578, -2.305)  0.75
H (-2.663, -2.166, -4.390)  0.63



No. 3
Entry from the Open Molecules 2025 dataset: one molecule with the formula C4H3FS in a non-equilibrium geometry (wB97M-V/def2-TZVPD).

Properties
* multiplicity: 1
* gap between HOMO and LUMO: 9.50 eV
* ΔE to the lowest compared entry with this formula, charge and spin: 109.2 kcal per mole
* lowest unoccupied orbital energy: 0.25 eV

Each line ends with the Mulliken charge.
CARTESIAN COORDINATES (ANGSTROEM)
S (2.427, -0.963, -0.048)  -0.05
F (4.166, 0.647, -0.149)  -0.12
C (-0.364, -0.248, -0.707)  -0.25
C (0.130, 0.758, -0.028)  -0.26
C (0.649, -0.563, 0.421)  -0.34
C (2.874, 0.617, 0.255)  -0.11
H (0.473, -0.972, 1.301)  0.43
H (-0.021, 1.841, 0.200)  0.35
H (-0.848, -0.614, -1.604)  0.36



Repeat the first record exactly.
Entry from the Open Molecules 2025 dataset: C6H9N as an isolated structure (wB97M-V/def2-TZVPD).

Properties
* multiplicity: 1
* gap between HOMO and LUMO: 9.07 eV
* ΔE to the lowest compared entry with this formula, charge and spin: 89.3 kcal per mole
* lowest unoccupied orbital energy: 0.80 eV

Each line ends with the Mulliken charge.
CARTESIAN COORDINATES (ANGSTROEM)
N (-1.265, -0.115, -0.709)  0.02
C (-1.224, -1.070, 0.502)  -1.46
C (0.700, -1.520, 2.095)  -1.18
C (0.035, 1.776, -1.804)  -1.17
C (-0.138, 0.719, -0.761)  0.21
C (0.667, 0.307, 0.255)  -0.36
C (0.050, -0.781, 0.960)  1.01
H (1.645, 0.728, 0.470)  0.37
H (-1.167, -1.252, -0.895)  0.46
H (0.991, 2.284, -1.654)  0.30
H (-0.755, 2.535, -1.752)  0.31
H (-2.173, 0.170, -1.063)  0.31
H (0.916, -0.852, 2.938)  0.28
H (0.032, 1.358, -2.819)  0.29
H (1.649, -1.976, 1.787)  0.28
H (0.036, -2.313, 2.452)  0.32



What is the formula in the first record?
C6H9N



Which value of gap between HOMO and LUMO does entry 3 give?
9.50 eV